C3H3LaLiO4 | ωB97M-V/def2-TZVPD

Structure (XYZ):
```
12
Properties=species:S:1:pos:R:3
La 0.64 3.62 -0.20
O -2.78 -0.67 -0.14
O -0.36 -0.14 -0.80
O 0.14 -3.21 -0.16
O 2.42 -3.19 0.28
C 1.29 -3.31 0.03
C -2.38 0.69 -0.01
C -0.92 0.87 -0.33
Li -1.32 -1.78 -0.62
H -2.56 1.06 1.01
H -2.95 1.34 -0.70
H -3.72 -0.78 0.02
```

Values from the calculation:
HOMO (spin up / spin down): -9.084 / -9.079 eV
LUMO level (spin up / spin down): -3.508 / -3.504 eV
total charge: +1
F_max: 2.09 eV/A

***

C3H3MnNO3 | ωB97M-V/def2-TZVPD

Structure (XYZ):
```
11
Properties=species:S:1:pos:R:3
Mn 0.00 0.40 -0.06
O 0.00 3.30 -1.28
O -2.46 -0.51 -1.44
O 2.46 -0.51 -1.44
N 0.00 -0.93 1.46
C 0.00 2.29 -0.73
C -1.48 -0.22 -0.86
C 1.49 -0.22 -0.86
H -0.82 -0.87 2.08
H 0.00 -1.87 1.06
H 0.82 -0.87 2.08
```

Values from the calculation:
HOMO (spin up / spin down): -20.545 / -23.612 eV
LUMO level (spin up / spin down): -10.094 / -12.530 eV
spin multiplicity: 6
total charge: +2
F_max: 13.33 eV/A

***

C3H3N | ωB97M-V/def2-TZVPD

Structure (XYZ):
```
7
Properties=species:S:1:pos:R:3
N 1.33 -0.36 0.12
C 0.69 0.74 -0.11
C -0.39 -0.10 0.33
C 0.13 -1.29 0.19
H -2.70 1.52 -0.67
H 0.89 1.89 -0.08
H 0.06 -2.40 0.22
```

Values from the calculation:
HOMO (spin up / spin down): -8.675 / -7.763 eV
LUMO level (spin up / spin down): -0.451 / -0.155 eV
F_max: 3.52 eV/A

***

C3H3N | ωB97M-V/def2-TZVPD

Structure (XYZ):
```
7
Properties=species:S:1:pos:R:3
N 1.55 0.77 0.18
C -1.02 1.03 -0.11
C 2.18 -0.15 -0.06
C -1.59 0.01 0.15
H -0.43 1.83 -0.41
H 2.77 -0.98 -0.32
H -2.22 -0.77 0.42
```

Values from the calculation:
HOMO: -10.079 eV
SMILES: C#C.C#N
LUMO level: 1.017 eV
F_max: 1.46 eV/A

***

C3H3N | ωB97M-V/def2-TZVPD

Structure (XYZ):
```
7
Properties=species:S:1:pos:R:3
N -1.83 -0.31 0.01
C 1.46 -0.47 0.00
C 0.65 0.54 -0.03
C -0.77 0.31 0.00
H 1.04 1.57 0.06
H 2.55 -0.18 0.10
H 1.15 -1.49 -0.04
```

Values from the calculation:
HOMO: -10.611 eV
SMILES: C=CC#N
LUMO level: 0.400 eV
F_max: 7.28 eV/A

***

C3H3N2 | ωB97M-V/def2-TZVPD

Structure (XYZ):
```
8
Properties=species:S:1:pos:R:3
N 0.41 0.32 -0.21
N -3.02 -0.54 -0.35
C -0.75 0.17 0.04
C -2.00 -0.05 -0.29
C 1.59 0.45 -0.31
H 2.26 1.24 0.10
H -0.75 -1.40 2.05
H 2.25 -0.19 -1.03
```

Values from the calculation:
HOMO (spin up / spin down): -15.717 / -15.763 eV
LUMO level (spin up / spin down): -8.254 / -6.968 eV
total charge: +1
F_max: 8.64 eV/A

***

C3H3N2O | ωB97M-V/def2-TZVPD

Structure (XYZ):
```
9
Properties=species:S:1:pos:R:3
O 2.29 0.15 0.64
N 2.39 -0.04 -0.64
N 0.92 0.21 0.95
C 1.20 -0.13 -1.05
C -1.37 -0.02 -0.02
C 0.09 0.03 0.00
H -1.91 1.00 -0.03
H -1.70 -0.48 0.92
H -1.89 -0.70 -0.77
```

Values from the calculation:
HOMO (spin up / spin down): -18.029 / -18.029 eV
SMILES: Cc1c#[n+]on1
LUMO level (spin up / spin down): -10.149 / -10.152 eV
total charge: +1
F_max: 3.54 eV/A

***

C3H3N2O2 | ωB97M-V/def2-TZVPD

Structure (XYZ):
```
10
Properties=species:S:1:pos:R:3
O -2.50 0.38 -1.07
O -1.91 1.44 0.90
N 1.16 -2.08 0.54
N 0.80 -2.05 -0.66
C 0.95 0.39 0.11
C 0.20 -1.01 0.22
C -2.19 0.89 -0.08
H 1.54 0.33 -0.90
H 1.67 0.46 0.90
H 0.28 1.25 0.03
```

Values from the calculation:
HOMO: -1.612 eV
LUMO level: 3.618 eV
total charge: -1
F_max: 3.59 eV/A

***

C3H3N2O2S | ωB97M-V/def2-TZVPD

Structure (XYZ):
```
11
Properties=species:S:1:pos:R:3
S 0.33 -0.62 -1.28
O 0.00 0.26 2.50
O 0.09 2.20 -1.54
N -0.14 1.42 0.56
N -1.10 -1.14 -1.64
C 0.09 1.35 -0.68
C 0.14 0.37 1.31
C 0.60 -0.85 0.50
H 1.67 -1.03 0.71
H -0.04 -1.63 0.86
H -1.64 -0.36 -1.30
```

Values from the calculation:
HOMO: -4.399 eV
LUMO level: 3.617 eV
total charge: -1
F_max: 3.03 eV/A

***

C3H3N2O2S | ωB97M-V/def2-TZVPD

Structure (XYZ):
```
11
Properties=species:S:1:pos:R:3
S -0.07 1.22 -0.63
O 2.64 1.01 0.35
O -0.18 -2.62 0.22
N 1.29 -0.97 0.23
N -0.70 2.32 0.32
C 1.55 0.29 0.16
C -0.97 -0.49 -0.52
C 0.06 -1.47 -0.10
H -1.11 -0.66 -1.50
H -0.61 2.06 1.34
H -1.89 -0.68 0.12
```

Values from the calculation:
HOMO: -4.340 eV
LUMO level: 3.600 eV
total charge: -1
F_max: 5.99 eV/A

***

C3H3N2O2S | ωB97M-V/def2-TZVPD

Structure (XYZ):
```
11
Properties=species:S:1:pos:R:3
S 3.41 1.26 -0.13
O 0.95 -1.78 -0.78
O 4.09 -1.37 0.43
N 0.38 0.72 0.07
N 0.02 -1.52 -0.06
C -0.28 -0.39 0.48
C 1.11 1.57 -0.30
C 3.78 -0.28 0.21
H -0.59 -2.21 0.20
H 1.10 2.58 -0.79
H -1.10 -0.34 1.11
```

Values from the calculation:
HOMO (spin up / spin down): -13.884 / -13.879 eV
LUMO level (spin up / spin down): -5.855 / -5.855 eV
total charge: +1
F_max: 4.29 eV/A

***

C3H3N2O8 | ωB97M-V/def2-TZVPD

Structure (XYZ):
```
16
Properties=species:S:1:pos:R:3
O 1.31 0.15 1.54
O 2.25 1.16 -0.88
O 3.99 -0.07 -0.31
O -0.48 1.67 -0.34
O -1.19 -2.23 -0.59
O 0.30 -0.59 -0.96
O -2.52 1.74 0.56
O -2.96 -0.62 0.24
N -0.90 -1.02 -0.66
N -1.59 1.20 -0.05
C 2.85 0.17 -0.23
C 2.02 -0.52 0.81
C -1.83 -0.10 -0.31
H 2.18 -1.63 0.85
H -3.21 0.14 0.85
H 1.32 1.18 -0.57
```

Values from the calculation:
HOMO (spin up / spin down): -4.823 / -4.823 eV
LUMO level (spin up / spin down): 3.068 / 3.068 eV
total charge: -1
F_max: 3.52 eV/A

***

| no. | calculated total energy (eV) |
| --- | --- |
| 1 | -12405.308 |
| 2 | -42091.129 |
| 3 | -4639.730 |
| 4 | -4646.313 |
| 5 | -4647.960 |
| 6 | -6124.447 |
| 7 | -8170.967 |
| 8 | -10232.044 |
| 9 | -21070.395 |
| 10 | -21069.696 |
| 11 | -21058.221 |
| 12 | -22515.220 |